The following is a DFT calculation (ωB97M-V/def2-TZVPD) of 2 unconnected molecules or ions with the total composition C24H31ClN6O3.

Properties
* multiplicity: 1
* energy above the lowest of the compared OMol25 structures with the same formula, charge and spin: 0.000 eV
* orbital gap: 8.75 eV

Each line ends with the natural charge from an NBO analysis.
Cartesian coordinates (Å):
1 O 4.2516 -1.0822 4.0873  -0.62
2 O 4.3135 1.6641 1.4833  -0.63
3 Cl 1.0508 3.3964 -1.2082  0.01
4 N -2.3543 2.8897 0.7012  -0.49
5 N -2.3604 1.2577 -0.9883  -0.50
6 O -3.4973 0.2453 -5.6505  -0.54
7 C 3.0534 -1.0506 4.3250  0.67
8 C 3.5879 1.4633 2.4499  0.68
9 C -1.0754 -0.0467 2.0920  -0.05
10 C 0.1398 -0.0725 1.4987  -0.04
11 C -2.9215 1.8819 0.0410  0.27
12 C -1.1676 3.3029 0.2628  0.06
13 C -1.1519 1.6221 -1.4154  0.40
14 C 0.7318 -2.9612 -1.0269  -0.27
15 C -0.5353 -3.5597 -0.9004  -0.21
16 C 1.0534 -1.8031 -0.2912  -0.14
17 C -1.4878 -3.0055 -0.0282  -0.27
18 C -0.5119 2.7118 -0.7996  -0.16
19 C 0.1221 -1.2254 0.5999  -0.16
20 C -1.1513 -1.8601 0.7082  0.21
21 N -1.8384 -1.1025 1.6318  -0.55
22 N 3.7412 2.2454 3.5272  -0.61
23 N -0.6310 0.8492 -2.4803  -0.42
24 N 2.1776 -0.3641 3.5926  -0.63
25 C 2.5010 -1.8013 5.5129  -0.71
26 C 2.9516 2.3012 4.7565  -0.41
27 C 0.6336 1.1873 -3.1636  -0.41
28 C -3.6203 -1.1821 -5.6093  -0.06
29 C -2.6073 0.6870 -4.6161  -0.07
30 C -1.1998 -0.4880 -2.8070  -0.21
31 C -2.8086 -1.6540 -4.4112  -0.43
32 C -1.7922 -0.5370 -4.2255  -0.24
33 C 1.2455 0.9129 1.7246  -0.44
34 C 2.5242 0.3455 2.3523  -0.12
35 H -1.4036 0.7061 2.7988  0.23
36 H -3.8987 1.5400 0.3701  0.18
37 H -0.6913 4.1390 0.7659  0.21
38 H 1.4628 -3.3907 -1.6986  0.22
39 H -0.7731 -4.4464 -1.4727  0.22
40 H 2.0257 -1.3469 -0.4053  0.21
41 H -2.4615 -3.4582 0.0802  0.22
42 H -2.7905 -1.2731 1.9200  0.41
43 H 4.5098 2.8930 3.4434  0.41
44 H 1.2026 -0.4315 3.8305  0.40
45 H 1.9971 -1.1059 6.1803  0.22
46 H 3.3272 -2.2785 6.0388  0.25
47 H 1.8043 -2.5611 5.1648  0.23
48 H 3.2642 1.5010 5.4293  0.20
49 H 3.1180 3.2582 5.2533  0.21
50 H 1.8882 2.2018 4.5350  0.19
51 H 0.6031 2.2120 -3.5465  0.21
52 H 0.8122 0.5293 -4.0187  0.21
53 H 1.4810 1.0727 -2.4801  0.21
54 H -3.2157 -1.6074 -6.5331  0.17
55 H -4.6677 -1.4873 -5.5186  0.18
56 H -3.1841 1.0595 -3.7628  0.18
57 H -1.9586 1.4942 -4.9701  0.19
58 H -0.4050 -1.2354 -2.7419  0.21
59 H -1.9590 -0.8041 -2.0863  0.24
60 H -2.3318 -2.6219 -4.5940  0.22
61 H -3.4590 -1.7434 -3.5349  0.20
62 H -0.9802 -0.6574 -4.9487  0.20
63 H 1.5089 1.3444 0.7599  0.24
64 H 0.8710 1.7205 2.3552  0.21
65 H 2.9369 -0.3903 1.6612  0.23

The following is a DFT calculation (ωB97M-V/def2-TZVPD) of a molecular structure, C31H42CrN3OP.

Properties
* multiplicity: 4
* energy above the lowest of the compared OMol25 structures with the same formula, charge and spin: 0.000 eV
* orbital gap (spin up / spin down): 1.49 / 5.59 eV
* total charge: -1

Each line ends with the Mulliken spin population.
Cartesian coordinates (Å):
1 Cr -0.5694 -0.6661 0.4712  3.20
2 N 0.6442 1.7010 1.5236  0.07
3 N -2.0190 0.0433 1.8789  -0.11
4 C -0.5851 -1.9854 -1.1771  -0.32
5 C -0.1347 -2.6737 0.0274  0.06
6 C 1.1287 -2.0525 0.4260  -0.13
7 C 1.9714 -2.4409 1.5958  -0.52
8 H 1.3419 -2.6543 2.4644  -0.05
9 H 2.6610 -1.6394 1.8715  0.31
10 H 2.5603 -3.3409 1.3835  -0.03
11 C 1.4277 -0.9971 -0.5064  0.14
12 C 2.7408 -0.3063 -0.6425  -0.43
13 H 3.4611 -0.9587 -1.1609  0.11
14 H 3.1837 -0.0529 0.3295  0.13
15 H 2.6598 0.6126 -1.2287  -0.07
16 C 0.3585 -0.9240 -1.4676  -0.08
17 C 0.3184 -0.0172 -2.6531  0.09
18 H 1.0504 0.7944 -2.5761  0.03
19 H -0.6705 0.4460 -2.7670  -0.02
20 H 0.5326 -0.5754 -3.5736  -0.02
21 C -0.8914 -3.6838 0.8256  0.10
22 H -0.5326 -4.6984 0.6296  -0.03
23 H -1.9566 -3.6364 0.5863  -0.01
24 H -0.7919 -3.4909 1.9004  0.05
25 C -1.8316 -2.2355 -1.9520  0.02
26 H -2.3137 -1.2910 -2.2511  0.00
27 H -2.5595 -2.7990 -1.3552  -0.02
28 H -1.6083 -2.7991 -2.8680  0.01
29 C 1.7307 2.4610 1.5711  0.16
30 H 2.2045 2.7351 0.6179  -0.04
31 C 2.2470 2.8689 2.8087  -0.03
32 H 3.0508 3.5884 2.8298  -0.02
33 C 1.6752 2.3132 3.9642  -0.04
34 H 1.9984 2.6453 4.9501  -0.05
35 C 0.7193 1.3058 3.8531  -0.03
36 H 0.2981 0.7761 4.7059  0.06
37 C 0.2376 0.9617 2.5683  -0.33
38 C -0.6833 -0.2288 2.3695  -0.14
39 H -0.6297 -0.9917 3.1575  0.10
40 C -2.0556 0.4941 0.5523  0.13
41 C -3.3007 -0.2896 2.2908  0.07
42 H -3.5117 -0.7006 3.2621  0.01
43 C -4.1358 0.0606 1.2754  -0.01
44 H -5.2170 0.0461 1.2296  0.00
45 N -3.3691 0.5712 0.2320  -0.06
46 C -3.7405 1.0024 -1.0597  0.02
47 C -4.6009 0.2301 -1.8431  -0.03
48 C -4.7543 0.5917 -3.1903  0.00
49 H -5.4472 0.0250 -3.8154  0.00
50 C -4.0318 1.6538 -3.7438  -0.01
51 C -4.1879 2.0300 -5.1837  0.00
52 H -3.2366 1.9374 -5.7239  0.00
53 H -4.5153 3.0741 -5.2770  0.00
54 H -4.9280 1.3867 -5.6676  0.00
55 C -3.1533 2.3806 -2.9372  0.02
56 H -2.6012 3.2257 -3.3598  0.00
57 C -2.9771 2.0612 -1.5899  -0.03
58 C -2.0433 2.8547 -0.7429  0.03
59 H -2.5528 3.3324 0.1030  0.00
60 H -1.6050 3.6492 -1.3523  0.00
61 H -1.2181 2.2433 -0.3306  0.02
62 C -5.3068 -0.9797 -1.3234  0.02
63 H -6.0724 -0.7262 -0.5792  0.00
64 H -4.6335 -1.7316 -0.8839  -0.01
65 H -5.8167 -1.4628 -2.1659  0.00
66 C 6.0488 1.3286 3.7868  2.23
67 P 5.4939 0.0371 2.6509  -6.98
68 C 6.7083 0.0188 1.3076  2.26
69 C 5.6954 -1.5275 3.5297  2.52
70 O 4.0835 0.2540 2.1925  2.34
71 H 7.0292 1.0619 4.1968  -0.40
72 H 5.3167 1.4258 4.5955  -0.11
73 H 6.1190 2.2777 3.2442  -0.05
74 H 7.7218 0.0511 1.7230  -0.45
75 H 6.5825 -0.8957 0.7182  0.12
76 H 6.5459 0.8919 0.6666  -0.20
77 H 4.8899 -1.6257 4.2674  -0.25
78 H 5.6357 -2.3589 2.8151  0.17
79 H 6.6690 -1.5484 4.0384  -0.50

The following is a DFT calculation (ωB97M-V/def2-TZVPD) of a molecular structure, C41H45CaNP2.

Properties
* multiplicity: 1
* orbital gap: 5.12 eV

Each line ends with the Löwdin charge.
Cartesian coordinates (Å):
1 Ca 1.9205 -1.0097 -5.0227  1.02
2 C -3.1108 0.8491 0.6146  -0.12
3 C -3.8285 0.6578 -0.5025  -0.13
4 C -4.1266 1.6364 -1.5980  -0.20
5 C -2.8931 2.2754 -2.2991  -0.19
6 C -2.4031 3.5744 -1.7449  -0.12
7 C -2.7066 4.1187 -0.5545  -0.12
8 C -3.2835 3.4330 0.6402  -0.20
9 C -2.5190 2.1465 1.0929  -0.18
10 C 4.1322 -0.5466 -4.4419  -0.39
11 H -2.8707 -0.0185 1.2569  0.11
12 H -4.2529 -0.3423 -0.6697  0.09
13 H -4.8193 2.4236 -1.2702  0.11
14 H -4.6541 1.0602 -2.3759  0.10
15 H -2.0621 1.5502 -2.3753  0.11
16 H -3.1929 2.4613 -3.3453  0.11
17 H -1.7303 4.1165 -2.4225  0.10
18 H -2.4977 5.1830 -0.3724  0.10
19 H -4.3468 3.1907 0.5125  0.10
20 H -3.2452 4.1439 1.4798  0.10
21 H -1.4484 2.1869 0.8018  0.12
22 H -2.5238 2.1460 2.1997  0.11
23 H 4.1899 -1.1846 -3.5340  -0.06
24 H 4.0019 0.4948 -4.1000  -0.08
25 H 5.1128 -0.5889 -4.9519  -0.07
26 P 0.1397 -2.2303 -6.7068  0.94
27 P 2.4120 0.3610 -7.3732  0.98
28 C -0.2796 -0.5851 -7.2993  -0.35
29 C 0.6420 0.2944 -7.7855  -0.35
30 C -0.2331 -3.2399 -8.1863  -0.38
31 C -1.2566 -2.8522 -9.0604  -0.09
32 C -1.4228 -3.4968 -10.2869  -0.07
33 C -0.6141 -4.5874 -10.6193  -0.07
34 C 0.3756 -5.0164 -9.7268  -0.08
35 C 0.5729 -4.3419 -8.5248  -0.09
36 C -1.2352 -2.4241 -5.4586  -0.37
37 C -1.3901 -1.4913 -4.4065  -0.11
38 C -2.3665 -1.6991 -3.4320  -0.06
39 C -3.1895 -2.8304 -3.4857  -0.06
40 C -3.0589 -3.7445 -4.5402  -0.07
41 C -2.0837 -3.5360 -5.5236  -0.10
42 C 2.9613 0.5844 -9.1396  -0.35
43 C 2.5536 -0.3062 -10.1558  -0.09
44 C 2.8372 -0.0193 -11.4980  -0.08
45 C 3.5532 1.1290 -11.8547  -0.08
46 C 4.0147 1.9665 -10.8401  -0.08
47 C 3.7515 1.6787 -9.4967  -0.08
48 C 2.4365 2.1092 -6.7637  -0.38
49 C 3.6270 2.5626 -6.1666  -0.12
50 C 3.6824 3.8220 -5.5665  -0.06
51 C 2.5607 4.6576 -5.5888  -0.07
52 C 1.4079 4.2484 -6.2544  -0.08
53 C 1.3451 2.9834 -6.8418  -0.09
54 H -1.3609 -0.3853 -7.3959  0.09
55 H 0.3507 1.0196 -8.5657  0.09
56 H -1.9146 -2.0304 -8.7812  0.10
57 H -2.1987 -3.1506 -10.9711  0.11
58 H -0.7715 -5.1101 -11.5600  0.11
59 H 0.9860 -5.8842 -9.9743  0.11
60 H 1.3510 -4.6669 -7.8376  0.11
61 H -0.7841 -0.5722 -4.3577  0.10
62 H -2.4835 -0.9668 -2.6248  0.10
63 H -3.9428 -2.9933 -2.7118  0.11
64 H -3.7067 -4.6217 -4.5982  0.11
65 H -1.9560 -4.2511 -6.3413  0.10
66 H 1.9692 -1.1984 -9.9056  0.10
67 H 2.4847 -0.6896 -12.2816  0.10
68 H 3.7702 1.3507 -12.9040  0.11
69 H 4.5789 2.8595 -11.0921  0.10
70 H 4.1146 2.3508 -8.7208  0.09
71 H 4.5129 1.9273 -6.1838  0.11
72 H 4.6059 4.1504 -5.0912  0.11
73 H 2.5859 5.6281 -5.0935  0.11
74 H 0.5477 4.9125 -6.3408  0.11
75 H 0.4401 2.6943 -7.3646  0.09
76 C 1.2411 -3.7569 -2.5319  -0.08
77 C 1.1217 -2.4024 -1.9209  -0.43
78 C 0.2671 -2.0606 -0.8446  -0.12
79 C 0.4985 -0.7063 -0.5543  -0.11
80 C 1.4818 -0.2516 -1.4627  -0.42
81 C 2.0849 1.1043 -1.4472  -0.08
82 N 1.7904 -1.2707 -2.3439  -0.03
83 H 0.5529 -3.8466 -3.3985  0.05
84 H 0.9466 -4.5234 -1.7879  0.08
85 H 2.2695 -3.9887 -2.8664  0.07
86 H -0.4431 -2.7315 -0.3834  0.08
87 H 0.0320 -0.0958 0.2041  0.07
88 H 1.6197 1.6763 -0.6243  0.07
89 H 3.1826 1.0833 -1.2842  0.08
90 H 1.8781 1.6474 -2.3844  0.05

The following is a DFT calculation (ωB97M-V/def2-TZVPD) of a single C2H5ClN2O molecule.

Properties
* multiplicity: 1
* energy above the lowest of the compared OMol25 structures with the same formula, charge and spin: 3.795 eV
* orbital gap: 10.72 eV

Each line ends with the natural charge from an NBO analysis.
Cartesian coordinates (Å):
1 C -1.4932 -0.2496 -0.4920  0.01
2 C 1.7072 0.8350 0.2899  -0.27
3 N -0.8568 -1.4922 -0.4260  -0.42
4 N -0.3195 -0.4106 0.2948  -0.03
5 O 0.9236 -0.1256 -0.3663  -0.41
6 Cl -2.9723 0.1274 0.3244  -0.01
7 H -1.3154 0.3503 -1.3355  0.20
8 H 2.3259 1.2252 -0.4679  0.20
9 H 2.4785 0.3715 1.0178  0.16
10 H 0.9795 1.4035 0.9619  0.20
11 H -1.4575 -2.0348 0.1988  0.36

| no. | strongest force on any atom (eV Å⁻¹) | total energy (eV) |
| --- | --- | --- |
| 1 | 2.612 | -52997.49120 |
| 2 | 2.772 | -77054.21199 |
| 3 | 3.109 | -81749.40011 |
| 4 | 3.893 | -19700.95251 |